Molecular formula: C11H20IN3O3P
Method: DFT, wB97M-V/def2-TZVPD

Geometry as XYZ:
```
39
Properties=species:S:1:pos:R:3:lowdin_charge:R:1
C -0.42 -0.43 1.92 -0.257
P -0.19 0.65 0.45 0.920
C -1.91 0.90 -0.19 -0.253
C 0.55 -0.43 -0.84 -0.411
N 0.41 -1.76 -0.83 0.065
N 0.89 -2.66 -1.67 0.226
C 1.58 -2.16 -2.66 -0.286
O 2.09 -3.07 -3.57 0.114
C 1.21 -3.34 -4.50 -0.294
N 0.42 -3.61 -5.29 0.218
C 1.82 -0.79 -2.82 0.004
C 1.31 0.10 -1.92 -0.684
I 1.62 2.13 -2.14 1.057
H -1.46 -0.74 2.00 0.046
H 0.18 -1.34 1.87 0.024
H -0.16 0.14 2.81 0.048
H -2.57 0.83 0.66 0.035
H -2.17 0.09 -0.87 0.049
H -2.01 1.86 -0.68 0.030
H -0.14 -2.16 -0.07 0.170
H 2.42 -0.47 -3.66 0.136
C -5.23 4.36 2.15 -0.086
C -3.90 3.76 1.76 -0.312
O -4.01 2.87 0.64 -0.111
H -5.94 3.57 2.39 0.079
H -5.13 5.02 3.02 0.079
H -5.65 4.94 1.33 0.076
H -3.49 3.17 2.58 0.109
H -3.18 4.55 1.52 0.110
H -4.37 3.38 -0.09 0.087
C 4.78 -2.09 0.08 -0.077
C 4.04 -2.44 1.36 -0.294
O 3.00 -1.50 1.63 -0.089
H 5.20 -1.09 0.14 0.082
H 5.58 -2.80 -0.12 0.084
H 4.09 -2.10 -0.78 0.052
H 4.71 -2.40 2.21 0.119
H 3.62 -3.44 1.30 0.113
H 2.39 -1.52 0.89 0.023
```

E_HOMO   -12.6 eV
Gap between HOMO and LUMO   7.14 eV
Calculated total energy   -1459.8120 a.u.
Total charge   +1